{
  "formula": "C24H46Br6Cl6O4",
  "method": "wB97M-V/def2-TZVPD",
  "largest_force_ev_per_a": 3.175,
  "charge": 0,
  "e_homo_ha": -0.3461,
  "spin_multiplicity": 1,
  "lumo_energy_ev": 0.104,
  "symbols": ["C", "Cl", "Cl", "Cl", "H", "C", "Cl", "Cl", "Cl", "H", "C", "C", "C", "O", "C", "H", "H", "H", "H", "H", "H", "H", "H", "C", "C", "C", "O", "C", "H", "H", "H", "H", "H", "H", "H", "H", "C", "C", "C", "O", "C", "H", "H", "H", "H", "H", "H", "H", "H", "C", "C", "C", "O", "C", "H", "H", "H", "H", "H", "H", "H", "H", "Br", "C", "C", "Br", "H", "H", "H", "H", "Br", "C", "C", "Br", "H", "H", "H", "H", "Br", "C", "C", "Br", "H", "H", "H", "H"],
  "coordinates": [[-2.33296, -1.71487, -4.59693], [-1.26975, -2.42387, -5.87728], [-3.73290, -2.72806, -4.44237], [-2.89945, -0.14388, -5.04139], [-1.80697, -1.58742, -3.65079], [-0.11176, -5.21171, -1.60462], [-0.36285, -4.32805, -0.04198], [1.46095, -6.15629, -1.65530], [-0.39952, -4.13646, -2.92745], [-0.90794, -5.95217, -1.68160], [3.16322, 1.24075, 2.38260], [4.18379, 1.29609, 3.53963], [5.30417, 2.12582, 2.97974], [5.37837, 1.52257, 1.70036], [4.17299, 0.90685, 1.30976], [2.82958, 2.24955, 2.13951], [2.25868, 0.63551, 2.32256], [4.52841, 0.27926, 3.72776], [3.83089, 1.91120, 4.36740], [6.26906, 1.90452, 3.43592], [5.08750, 3.17709, 2.79004], [4.38987, -0.15942, 1.24559], [3.78668, 1.22733, 0.34220], [4.38714, -2.74323, 0.89019], [4.61022, -4.10536, 0.27226], [3.95117, -5.06004, 1.29098], [4.02256, -4.35909, 2.60605], [4.54129, -3.04274, 2.35900], [3.35390, -2.50389, 0.63873], [4.97272, -1.93981, 0.44329], [5.68934, -4.25645, 0.24451], [4.25135, -4.14696, -0.75612], [4.39079, -6.05683, 1.32624], [2.91462, -5.33351, 1.09379], [5.61159, -3.03536, 2.56520], [4.04144, -2.22855, 2.88374], [0.36211, -0.53372, -1.64346], [0.63290, -0.41113, -0.13466], [-0.72672, -0.08603, 0.45327], [-1.54517, 0.47752, -0.56137], [-0.75331, 0.55053, -1.72758], [0.00371, -1.48315, -2.04121], [1.18799, -0.24613, -2.29409], [1.18594, 0.51453, 0.02474], [1.07007, -1.27656, 0.36333], [-0.54132, 0.58278, 1.29376], [-1.14590, -0.96169, 0.94885], [-0.42676, 1.58898, -1.67187], [-1.42036, 0.42546, -2.58052], [-5.42788, 2.04579, -2.06579], [-5.39654, 3.29818, -2.78514], [-4.52836, 4.24182, -1.95258], [-3.83523, 3.35098, -1.08816], [-4.03158, 1.95303, -1.40090], [-5.64035, 1.15304, -2.65396], [-6.31421, 2.11293, -1.43493], [-6.42474, 3.56798, -3.02615], [-4.95576, 3.18358, -3.77544], [-5.23490, 4.88775, -1.43135], [-4.04139, 4.90963, -2.66322], [-3.91337, 1.45359, -0.43929], [-3.18281, 1.55081, -1.95398], [-5.68071, -1.28813, 0.24474], [-4.44182, -2.78213, -0.31826], [-5.03131, -4.10937, 0.27353], [-3.85996, -5.67784, -0.17476], [-3.48062, -2.49720, 0.10953], [-4.19736, -2.77073, -1.38043], [-5.94566, -4.33913, -0.27353], [-5.07934, -4.05331, 1.36102], [-2.55957, 1.04592, 4.24222], [-1.60284, 2.75994, 4.66883], [-0.72791, 3.19431, 3.42908], [0.45593, 4.71842, 3.86637], [-0.81982, 2.57674, 5.40463], [-2.16860, 3.55021, 5.16228], [-1.47139, 3.53343, 2.70773], [-0.13161, 2.34858, 3.08662], [2.71547, 4.22778, -3.64713], [2.19028, 3.63117, -1.84218], [0.90615, 4.28948, -1.35718], [0.32032, 3.63654, 0.39061], [2.96357, 3.98502, -1.16035], [2.06736, 2.55064, -1.76844], [0.07146, 4.12069, -2.03756], [0.99366, 5.37592, -1.36691]],
  "atomic_forces_ev_per_a": [[0.3, -0.2, -0.6], [-0.1, 0.4, 0.7], [-0.4, -0.8, 0.5], [0.1, 1.1, -0.4], [0.1, -0.5, -0.2], [-0.2, -0.8, 1.0], [0.6, -0.5, -0.7], [-1.1, 1.1, 0.0], [0.5, 0.3, -0.6], [0.3, 0.0, 0.3], [1.0, 0.8, -0.4], [-1.6, 1.3, 1.2], [-0.3, -1.6, -1.5], [1.3, 0.2, -2.1], [-0.3, -0.6, -0.3], [-0.1, 0.3, 0.3], [0.3, -0.5, 0.7], [0.0, 0.2, 0.7], [-0.4, -1.0, 0.7], [-0.1, 0.6, 0.3], [0.0, 0.2, 0.8], [-0.3, -0.1, 0.0], [0.5, 0.3, -0.3], [-1.1, -0.5, -0.9], [0.5, -0.3, 0.1], [-0.1, 0.4, 0.4], [0.0, 0.0, -1.5], [0.4, 0.4, -0.5], [-0.3, 0.3, 0.3], [0.4, -0.2, 0.4], [0.1, -0.4, 0.0], [-0.2, -0.3, 0.1], [0.7, 0.2, 0.4], [-0.3, 0.7, -0.1], [0.1, 0.1, 0.5], [-0.2, -0.5, 0.8], [-0.6, 1.4, 0.0], [-0.2, -0.1, -0.6], [0.2, -0.4, 1.1], [0.0, -1.3, 1.0], [-0.2, 0.1, -0.4], [-0.1, -0.2, 0.6], [0.2, 0.0, 0.2], [0.7, -0.3, -0.1], [0.3, 0.2, -0.1], [-0.4, 0.6, 0.0], [-0.7, -0.3, -0.5], [0.9, 0.0, -0.8], [0.1, 0.1, -0.1], [0.3, -3.0, 0.9], [-0.1, 1.1, -2.7], [-2.2, -0.9, -0.5], [1.4, 1.2, 0.1], [-1.1, 1.4, 0.9], [0.1, 0.1, -0.4], [0.6, -0.3, 1.1], [0.0, 0.7, 0.3], [0.3, -0.1, -0.1], [0.4, 0.1, 0.9], [1.2, -0.3, 0.4], [-0.6, -0.1, 0.0], [-0.4, 0.2, -0.9], [0.7, -0.9, -0.6], [0.2, -0.2, 1.1], [1.1, 0.9, -1.4], [-0.4, 0.7, 0.2], [-0.2, -0.2, 0.5], [-1.0, -0.1, -0.1], [-0.1, 0.0, 0.7], [-0.3, -0.2, -0.3], [0.5, 1.4, 0.4], [2.5, -0.1, -0.1], [-2.0, 0.1, 0.9], [-0.6, -0.7, 0.0], [-0.4, -0.9, 0.3], [-0.7, -0.2, -0.8], [0.7, 0.1, -0.5], [0.0, 0.3, 0.0], [-0.4, -0.4, 0.7], [-0.3, 0.4, 1.0], [-0.6, 0.5, -1.2], [0.5, 0.2, -0.6], [0.3, -0.4, -0.3], [0.4, 0.0, -0.5], [0.0, -0.4, 0.1], [0.2, -0.1, 0.6]],
  "lowdin_charge": [-1.583, 0.494, 0.549, 0.567, -0.021, -1.472, 0.480, 0.502, 0.574, -0.010, -0.155, -0.160, -0.192, -0.146, -0.233, 0.089, 0.105, 0.116, 0.113, 0.128, 0.125, 0.085, 0.111, -0.209, -0.171, -0.151, -0.128, -0.215, 0.102, 0.110, 0.111, 0.106, 0.109, 0.082, 0.121, 0.109, -0.117, -0.165, -0.220, -0.148, -0.207, 0.054, 0.112, 0.079, 0.101, 0.084, 0.109, 0.091, 0.076, -0.199, -0.221, -0.194, -0.140, -0.151, 0.108, 0.117, 0.117, 0.108, 0.112, 0.111, 0.095, 0.086, 0.589, -0.614, -0.619, 0.554, 0.031, 0.027, 0.044, 0.051, 0.571, -0.634, -0.737, 0.572, 0.036, 0.061, 0.027, 0.014, 0.610, -0.685, -0.675, 0.737, 0.053, 0.039, 0.048, 0.060]
}